1.
The following is a quantum chemistry calculation of a single C6H10 molecule, from OMol25.

Calculated values
Total charge: 0
Energy relative to the best compared isomer or geometry (same formula, charge and spin): 182.3 kJ/mol
Maximum force: 0.014 hartree/bohr

Each line ends with the Mulliken charge.
Atoms and positions in Å:
C1 1.82875 -0.06752 0.38160  -1.44
C2 0.34595 -0.05175 0.13139  0.40
C3 -0.20303 0.24275 -1.26451  -0.63
C4 -1.46863 0.07420 -0.32378  -0.44
C5 -0.74362 -1.15704 0.24668  -0.47
C6 -0.70446 0.94619 0.68390  -0.49
H1 2.16883 0.96275 0.53675  0.31
H2 2.36296 -0.45893 -0.49377  0.31
H3 2.09818 -0.66951 1.25098  0.33
H4 0.09963 1.22970 -1.64142  0.28
H5 0.06155 -0.53901 -1.99130  0.31
H6 -2.55751 0.12303 -0.44684  0.45
H7 -1.04169 -1.48500 1.24885  0.27
H8 -0.67454 -2.00630 -0.44427  0.26
H9 -0.58079 1.99589 0.38833  0.27
H10 -0.99158 0.86056 1.73741  0.26

Forces on atoms 1 to 3 (eV/Å):
C 0.06 -0.04 0.11
C 0.36 0.01 0.04
C -0.11 0.06 -0.24

---

2.
The following is a quantum chemistry calculation of a single C6H10 molecule, from OMol25.

Calculated values
Total charge: 0
Energy relative to the best compared isomer or geometry (same formula, charge and spin): 367.5 kJ/mol
Maximum force: 0.014 hartree/bohr

Each line ends with the Mulliken charge.
Atoms and positions in Å:
C1 1.98206 0.17961 0.37257  -1.32
C2 0.56660 0.04604 -0.11504  0.45
C3 -0.15614 1.14742 -0.58383  -0.20
C4 -1.51478 1.30754 -0.44916  -0.90
C5 -1.26022 -1.05109 0.51201  -1.10
C6 -0.02374 -1.33645 -0.20107  -0.13
H1 2.61544 -0.62418 -0.02812  0.35
H2 2.40237 1.14674 0.07549  0.38
H3 2.04679 0.12520 1.46843  0.25
H4 0.41627 1.90328 -1.13218  0.31
H5 -2.02195 1.07692 0.47553  0.34
H6 -2.06715 1.93870 -1.14774  0.30
H7 -1.22943 -0.94695 1.59203  0.35
H8 -2.23403 -1.18772 0.06274  0.42
H9 -0.15530 -1.68725 -1.23050  0.24
H10 0.63320 -2.03781 0.32884  0.27

Forces on atoms 1 to 3 (eV/Å):
C 0.06 0.03 -0.12
C 0.35 0.19 -0.07
C 0.04 -0.14 0.04

---

3.
The following is a quantum chemistry calculation of 2 unconnected molecules or ions with the total composition C6H10, from OMol25.

Calculated values
Total charge: 0
Energy relative to the best compared isomer or geometry (same formula, charge and spin): 513.5 kJ/mol
Maximum force: 0.015 hartree/bohr

Each line ends with the Mulliken charge.
Atoms and positions in Å:
C1 2.26219 0.50604 0.14130  -1.12
C2 1.51938 -0.80497 -0.12492  -0.41
C3 0.09772 -0.73888 0.24639  -0.15
C4 -0.99517 -1.05446 0.75341  0.35
C5 -2.31520 -0.80120 0.98577  -0.72
C6 -1.41653 1.15961 -0.39458  -0.87
H1 1.79941 1.32110 -0.42416  0.32
H2 2.22184 0.76796 1.20332  0.30
H3 3.31273 0.42084 -0.15451  0.35
H4 1.60040 -1.06525 -1.18747  0.24
H5 1.99438 -1.62341 0.43289  0.25
H6 -2.64024 -0.40428 1.94428  0.29
H7 -3.08047 -1.29396 0.39089  0.29
H8 -1.61207 0.27858 -0.96745  0.29
H9 -1.55856 2.11883 -0.90089  0.25
H10 -1.14686 1.19662 0.63919  0.32

Forces on atoms 1 to 3 (eV/Å):
C 0.03 0.08 0.03
C 0.00 0.00 -0.08
C -0.29 -0.56 0.40

---

4.
The following is a quantum chemistry calculation of a single C6H10 molecule, from OMol25.

Calculated values
Total charge: 0
Energy relative to the best compared isomer or geometry (same formula, charge and spin): 425.0 kJ/mol
Maximum force: 0.016 hartree/bohr

Each line ends with the Mulliken charge.
Atoms and positions in Å:
C1 0.16843 0.11183 -1.64554  -1.30
C2 -0.33987 -0.32835 -0.30223  0.60
C3 -0.64311 -1.77361 -0.11622  -1.19
C4 1.01888 1.25032 0.86616  -1.27
C5 -0.31711 0.54928 0.77156  0.50
C6 -1.40980 0.52518 1.64532  -0.73
H1 -0.60070 -0.14216 -2.38586  0.39
H2 1.08379 -0.41229 -1.94796  0.38
H3 0.34479 1.19032 -1.69392  0.33
H4 -0.52451 -2.03120 0.93779  0.37
H5 -1.64708 -2.03650 -0.44159  0.30
H6 0.08126 -2.35310 -0.70822  0.38
H7 1.79172 0.64090 0.37031  0.33
H8 1.05824 2.26130 0.46318  0.28
H9 1.25946 1.24058 1.93122  0.42
H10 -1.33262 1.39424 2.34290  0.23

Forces on atoms 1 to 3 (eV/Å):
C -0.05 0.01 0.02
C -0.11 -0.20 -0.12
C -0.24 -0.06 -0.01

---

5.
The following is a quantum chemistry calculation of a single C6H10 molecule, from OMol25.

Calculated values
Total charge: 0
Energy relative to the best compared isomer or geometry (same formula, charge and spin): 400.2 kJ/mol
Maximum force: 0.006 hartree/bohr

Each line ends with the Mulliken charge.
Atoms and positions in Å:
C1 0.04911 -1.35514 -0.63974  -0.50
C2 -1.20751 -1.10089 0.19197  -0.59
C3 -0.25156 -0.69712 1.31379  -0.50
C4 0.85329 -0.41212 0.27743  -0.11
C5 0.72504 1.03028 -0.22340  -0.65
C6 -0.72980 1.37240 -0.59705  -0.88
H1 0.02362 -1.18796 -1.72328  0.29
H2 0.29987 -2.40928 -0.46210  0.32
H3 -1.44942 0.54324 -0.38825  0.35
H4 -0.06005 -1.62306 1.87232  0.32
H5 -0.55467 0.07865 2.02757  0.29
H6 1.89210 -0.67034 0.52440  0.35
H7 1.38106 1.16820 -1.09094  0.34
H8 1.09083 1.71070 0.55465  0.34
H9 -0.85082 1.56727 -1.66546  0.31
H10 -1.12146 2.21922 -0.02913  0.30

Forces on atoms 1 to 3 (eV/Å):
C -0.09 -0.01 -0.16
C 0.26 -0.16 0.10
C -0.15 0.08 0.10

---

6.
The following is a quantum chemistry calculation of a single C6H10 molecule, from OMol25.

Calculated values
Total charge: 0
Energy relative to the best compared isomer or geometry (same formula, charge and spin): 140.5 kJ/mol
Maximum force: 0.018 hartree/bohr

Each line ends with the Mulliken charge.
Atoms and positions in Å:
C1 0.63422 2.23215 1.85182  -0.79
C2 0.88432 1.26545 1.02315  0.05
C3 0.94887 0.27716 0.18657  -0.39
C4 -0.39017 -0.34324 -0.25535  0.86
C5 -0.55088 -0.14644 -1.75870  -1.43
C6 -0.40926 -1.81270 0.14924  -1.44
H1 0.50928 3.23698 1.46700  0.24
H2 0.59780 2.02147 2.91375  0.24
H3 1.95693 -0.03451 -0.14080  0.32
H4 -1.25888 0.14302 0.23298  0.27
H5 -1.42832 -0.67006 -2.15499  0.39
H6 0.34278 -0.53894 -2.25052  0.32
H7 -0.64140 0.91713 -2.00996  0.33
H8 -0.39666 -1.92268 1.24013  0.33
H9 -1.28817 -2.33783 -0.24135  0.39
H10 0.48954 -2.28696 -0.25296  0.32

Forces on atoms 1 to 3 (eV/Å):
C 0.24 0.11 0.07
C -0.14 0.07 0.07
C -0.35 0.26 0.24

---

7.
The following is a quantum chemistry calculation of a single C6H10 molecule, from OMol25.

Calculated values
Total charge: 0
Energy relative to the best compared isomer or geometry (same formula, charge and spin): 170.0 kJ/mol
Maximum force: 0.005 hartree/bohr

Each line ends with the Mulliken charge.
Atoms and positions in Å:
C1 1.68017 -0.39701 0.97261  -1.15
C2 1.00071 -0.68891 -0.36453  -0.49
C3 -0.40747 -0.17286 -0.43399  0.61
C4 -1.52293 -0.23535 0.55867  -0.56
C5 -1.03654 1.07789 0.03765  -0.40
C6 -1.04894 0.75029 -1.41916  -0.68
H1 2.75216 -0.61374 0.92706  0.37
H2 1.25200 -0.99678 1.78332  0.27
H3 1.55847 0.65991 1.23550  0.29
H4 1.00966 -1.76892 -0.56148  0.28
H5 1.57432 -0.22736 -1.17811  0.31
H6 -2.50803 -0.60464 0.25852  0.18
H7 -1.24587 -0.48803 1.58288  0.23
H8 -0.62855 1.93061 0.56366  0.31
H9 -1.99009 0.48275 -1.90793  0.19
H10 -0.36169 1.31693 -2.04941  0.24

Forces on atoms 1 to 3 (eV/Å):
C 0.02 0.00 0.09
C 0.02 0.02 -0.05
C 0.13 -0.08 -0.01

---

8.
The following is a quantum chemistry calculation of a single C6H10 molecule, from OMol25.

Calculated values
Total charge: 0
Energy relative to the best compared isomer or geometry (same formula, charge and spin): 397.2 kJ/mol
Maximum force: 0.008 hartree/bohr

Each line ends with the Mulliken charge.
Atoms and positions in Å:
C1 -0.94558 -0.52514 1.33703  -1.34
C2 -0.39709 0.52546 0.37074  0.63
C3 1.05771 0.87821 0.70692  -1.61
C4 0.43568 0.62528 -2.06995  -0.60
C5 0.44668 -0.83573 -1.72449  -0.46
C6 -0.53924 0.06379 -1.07910  0.03
H1 -0.83264 -0.19759 2.37736  0.38
H2 -2.00782 -0.72463 1.15645  0.36
H3 -0.40243 -1.47130 1.22220  0.31
H4 -0.99433 1.44227 0.46335  0.25
H5 1.11267 1.45171 1.63741  0.43
H6 1.66740 -0.02432 0.83975  0.31
H7 1.51368 1.48155 -0.08789  0.43
H8 1.32104 -1.19750 -1.18288  0.18
H9 0.13223 -1.50249 -2.52621  0.30
H10 -1.56797 0.01044 -1.44070  0.41

Forces on atoms 1 to 3 (eV/Å):
C -0.04 -0.03 0.02
C 0.00 0.06 0.04
C 0.05 -0.01 0.02